# C39H30BF2I2N2OP2Pb

A molecular structure, C39H30BF2I2N2OP2Pb (the ωB97M-V functional and the def2-TZVPD basis, OMol25).

Structure (XYZ):
```
80
Properties=species:S:1:pos:R:3:forces:R:3:lowdin_charge:R:1
H 2.698 -2.661 -0.576 0.0 -0.2 0.0 0.094
C 1.599 4.533 -3.078 0.0 0.0 0.0 -0.678
H 4.131 0.859 -4.339 0.0 0.0 0.0 0.113
F 2.933 1.867 -0.071 -0.3 0.0 0.1 0.250
C -1.595 -2.577 0.012 0.0 0.1 -0.2 -0.399
C 3.255 1.276 -3.860 0.1 -0.1 0.0 -0.034
C -6.039 -0.582 -3.532 0.0 0.0 0.1 -0.073
N 1.194 0.874 -2.726 0.2 0.0 -0.1 -0.018
H -3.363 -2.781 -1.248 0.1 -0.1 0.0 0.085
C -3.327 2.399 2.184 0.0 0.0 0.0 -0.066
H 7.107 -1.918 -0.797 0.0 0.0 0.0 0.114
C -6.813 0.992 -1.887 0.0 0.0 0.1 -0.067
C -3.042 -2.282 -0.331 0.4 0.0 0.1 -0.277
H -2.976 2.244 0.070 0.0 -0.1 0.1 0.016
C 6.422 0.008 1.909 0.0 0.0 0.0 -0.049
H 3.119 -3.327 4.945 0.0 0.0 0.0 0.115
H 0.106 -0.387 2.311 0.1 -0.1 0.0 0.114
H 3.806 3.307 -4.174 0.0 0.0 0.0 0.066
C 4.396 -0.741 0.843 0.1 0.0 0.0 -0.345
C -3.193 1.707 0.989 0.1 0.0 0.0 -0.119
C 1.901 3.153 -3.175 0.0 -0.2 0.0 -0.206
B 2.074 1.112 0.575 -0.1 0.0 0.0 -0.652
C 1.939 -1.890 -0.474 -0.1 0.2 0.4 -0.176
P 2.609 -0.761 0.849 -0.2 0.1 -0.5 1.177
C 1.187 -2.393 4.819 -0.1 0.0 0.1 -0.047
C 3.068 2.625 -3.772 0.0 0.2 0.0 -0.025
H -3.704 2.249 4.295 0.0 0.0 -0.1 0.109
C 5.039 -0.020 1.854 0.1 0.0 0.0 -0.081
H -6.174 -1.097 -4.475 0.0 0.0 0.0 0.109
C 5.140 -1.422 -0.114 0.1 0.1 0.0 -0.063
Pb -1.053 -0.439 -2.393 -0.2 0.2 -0.1 1.285
H -7.846 0.566 -3.717 0.0 0.0 0.0 0.109
H 0.159 5.978 -2.501 0.0 -0.1 0.0 0.079
H 0.839 -2.819 5.753 0.0 0.0 -0.1 0.115
C 0.401 4.924 -2.555 -0.2 -0.1 0.1 -0.221
H 3.919 -2.352 2.826 -0.1 0.0 0.0 0.113
H -1.682 -4.280 1.404 0.1 0.1 -0.1 0.107
C 0.318 -3.496 0.749 -0.1 0.0 0.1 -0.064
H -4.202 -1.583 -3.099 0.0 0.1 0.0 0.089
H -3.623 -1.460 2.162 0.0 0.1 0.0 0.097
N -0.556 -1.874 -0.565 0.0 0.2 0.3 -0.119
C 6.527 -1.389 -0.053 0.0 0.0 0.0 -0.055
C -1.095 -3.567 0.834 0.1 -0.2 0.0 -0.050
H 4.462 0.514 2.604 0.0 -0.1 0.0 0.125
C 2.282 0.426 -3.316 0.0 0.1 0.1 -0.151
C -3.320 0.314 0.966 0.1 0.2 0.1 -0.354
H 8.246 -0.664 1.000 -0.1 0.0 0.0 0.116
C -0.545 3.981 -2.097 0.0 -0.1 0.0 -0.630
C 2.468 -2.681 4.369 0.0 0.0 0.0 -0.054
C -3.587 1.708 3.361 0.0 0.0 0.0 -0.072
C -5.703 0.717 -1.095 -0.1 -0.1 0.0 -0.071
F 0.968 1.590 1.092 0.3 0.0 -0.2 0.253
C 2.916 -2.135 3.179 0.0 -0.1 0.1 -0.069
C 2.070 -1.305 2.445 -0.1 0.0 0.1 -0.335
H -5.593 1.215 -0.138 0.0 0.0 -0.1 0.102
H 2.405 -0.652 -3.380 0.0 0.0 0.0 0.110
H -0.645 -1.338 4.442 -0.1 0.0 0.0 0.109
C 0.778 -1.017 2.887 0.0 0.0 0.1 -0.059
C -0.311 2.613 -2.122 0.0 0.0 0.1 -0.449
P -3.193 -0.494 -0.638 -0.1 0.0 -0.1 0.957
C -4.927 -0.852 -2.750 -0.1 0.0 0.1 -0.114
I 2.935 5.997 -3.721 0.0 0.0 0.0 0.950
H 6.920 0.566 2.693 0.0 0.0 -0.1 0.118
H -3.706 -2.629 0.457 -0.1 -0.1 0.0 0.086
C 0.606 -2.446 -0.099 -0.2 0.0 -0.2 -0.411
C 0.960 2.218 -2.676 0.0 -0.3 0.1 -0.172
H -3.231 3.479 2.190 0.0 -0.1 0.0 0.106
I -2.374 4.678 -1.402 0.0 0.1 0.0 0.994
C 0.348 -1.564 4.085 0.1 0.0 0.0 -0.046
H -7.552 1.711 -1.545 0.1 -0.1 0.0 0.111
C -3.543 -0.379 2.154 -0.1 0.1 0.1 -0.075
H 1.890 -1.333 -1.407 0.1 0.1 0.0 0.049
C -3.695 0.323 3.345 0.1 -0.1 0.0 -0.078
H 4.660 -1.967 -0.916 0.0 0.0 0.0 0.102
H 1.041 -4.123 1.260 -0.1 0.1 -0.1 0.110
C -6.981 0.348 -3.102 0.0 0.0 0.0 -0.073
O -1.163 1.711 -1.692 0.4 0.2 -0.1 -0.370
H -3.902 -0.216 4.263 0.0 0.0 -0.1 0.107
C -4.751 -0.209 -1.518 -0.2 0.0 -0.1 -0.348
C 7.164 -0.682 0.956 0.0 0.0 0.0 -0.050
```
Positions in Å, forces in eV/Å.

Calculated values
ΔE to the lowest compared entry with this formula, charge and spin = 0.00 kcal per mole
LUMO = -2.8 eV
Net charge = +1
Gap between HOMO and LUMO = 0.257 Eh